(1)
The following is a quantum chemistry calculation of C37H35ClHfN2S2Si2 as an isolated structure in a non-equilibrium geometry, from the Open Molecules 2025 dataset.

Each line ends with the Löwdin charge.
Geometry (Å):
C -1.89926 -0.04239 0.43926  -0.16
C -2.04786 0.24130 -0.95178  -0.17
C -1.50220 -0.88008 -1.68940  -0.15
H -2.60063 1.06910 -1.38195  0.12
C -0.95711 -1.79682 -0.74578  -0.17
C -1.19162 -1.27262 0.56681  -0.18
H -0.99714 -1.81162 1.49384  0.14
H -2.32852 0.51702 1.26133  0.14
H -1.64160 -1.09562 -2.75845  0.13
H -0.57037 -2.78792 -0.98473  0.13
Hf 0.25013 0.21202 -0.49870  1.34
Si -0.84235 0.40764 -6.65842  1.01
C -0.48837 1.95606 -7.63226  -0.33
C 0.61117 2.00852 -8.51767  -0.09
H 1.24467 1.12869 -8.66931  0.12
C 0.94664 3.18396 -9.18752  -0.05
H 1.81466 3.20581 -9.86191  0.12
C 0.22523 4.36387 -8.93147  -0.06
H 0.55597 5.31343 -9.39330  0.12
C -0.88077 4.31003 -8.07754  -0.08
H -1.38369 5.24433 -7.83536  0.11
C -1.27944 3.10910 -7.49312  -0.11
H -2.15874 3.10408 -6.85922  0.10
C -0.40366 -0.86992 -8.08455  -0.32
C -0.98057 -0.59973 -9.32181  -0.13
H -1.51938 0.32369 -9.46733  0.10
C -0.83666 -1.46361 -10.39916  -0.06
H -1.31922 -1.24241 -11.34814  0.11
C -0.06372 -2.61792 -10.25521  -0.07
H -0.00280 -3.34357 -11.06874  0.11
C 0.64896 -2.82324 -9.07501  -0.06
H 1.33484 -3.66546 -9.00051  0.11
C 0.48184 -1.94529 -8.00311  -0.14
H 1.10290 -2.09750 -7.13652  0.01
H -2.02420 -0.00273 -5.77024  0.01
Si 2.37585 -0.64245 -5.38567  0.80
C 1.76066 -2.13250 -4.34351  -0.42
C 0.49467 -2.71650 -4.56662  -0.14
H -0.27190 -2.18400 -5.13921  0.07
C 0.23562 -4.01607 -4.11174  -0.08
H -0.65748 -4.52915 -4.47089  0.11
C 1.14816 -4.66277 -3.27427  -0.09
H 0.95437 -5.68322 -2.96272  0.11
C 2.25767 -3.96336 -2.81589  -0.12
H 2.89862 -4.39280 -2.05815  0.10
C 2.57752 -2.74247 -3.38484  -0.21
H 3.50418 -2.27223 -3.07432  0.08
C 1.46464 1.06125 -4.99454  -0.43
C 0.20648 1.19582 -4.34896  -0.33
H -0.28287 0.31514 -3.91806  0.04
C -0.34856 2.46698 -4.06091  -0.14
H -1.27884 2.51129 -3.45552  0.10
C 0.16834 3.58908 -4.70873  -0.12
H -0.38591 4.52122 -4.67046  0.11
C 1.36026 3.47438 -5.41072  -0.06
H 1.68687 4.29979 -6.02730  0.12
C 2.05880 2.26619 -5.39684  -0.12
H 3.06386 2.23437 -5.79547  0.11
H 3.82261 -0.70419 -5.23745  -0.06
Cl 1.97233 -0.06114 -1.99600  0.31
C -0.53877 3.88956 -0.55063  -0.05
C 0.15765 3.29105 0.65944  -0.53
N 0.58016 2.03946 0.75860  -0.08
C 1.20195 1.73051 2.01292  -0.28
C 1.14670 2.81866 2.85274  -0.30
S 0.40017 4.21247 2.16934  1.16
C 1.62358 0.37937 2.24919  -0.29
C 2.02744 -0.23623 3.42009  -0.28
S 2.24076 -1.93990 3.20950  1.17
C 1.81545 -1.77304 1.51134  -0.56
N 1.43357 -0.52696 1.17727  -0.10
C 1.89746 -2.87123 0.52829  -0.06
H -1.57519 3.50849 -0.61886  0.09
H -0.60244 4.99279 -0.42523  0.10
H 0.00950 3.68152 -1.48792  0.08
H 1.49405 2.74724 3.86625  0.09
H 2.12436 0.28955 4.36296  0.10
H 2.48515 -3.69590 0.94534  0.10
H 0.90063 -3.28446 0.29625  0.09
H 2.36130 -2.51101 -0.39288  0.06

Properties
* multiplicity: 1
* HOMO level (spin up / spin down): -9.79 / -9.78 eV
* molar mass: 841.950 g mol⁻¹
* net charge: +2

(2)
The following is a quantum chemistry calculation of C37H35ClKN5O3 as an isolated structure, from the Open Molecules 2025 dataset.

Each line ends with the Löwdin charge.
Geometry (Å):
K -0.98360 -0.12156 -0.72592  0.74
C 2.18793 -0.08804 0.79214  -0.08
N 1.82526 -1.45260 0.43056  -0.21
C 2.10526 -2.36805 1.52754  -0.22
C 1.32622 -2.11191 2.81072  -0.17
C -0.12456 -2.58929 2.80750  -0.23
N -1.02367 -1.85363 1.92364  0.04
C -1.66399 -0.86697 2.40683  -0.13
C -1.60289 -0.30258 3.78433  -0.16
C -2.66390 -0.53062 4.64861  -0.08
C -2.69172 -0.01856 5.94043  -0.15
C -1.61607 0.76900 6.35178  -0.16
C -0.56384 1.04171 5.50468  -0.05
C -0.50325 0.54409 4.16379  -0.44
O 0.43060 0.86612 3.36116  -0.12
C 2.54061 -1.84705 -0.77223  -0.23
C 2.21099 -3.25117 -1.27143  -0.18
C 2.39618 -3.36024 -2.78431  -0.26
N 1.33797 -2.62643 -3.44009  0.04
C 0.57615 -3.27348 -4.22313  -0.14
C -0.62548 -2.77731 -4.87817  -0.15
C -1.06129 -3.47126 -6.01180  -0.11
C -2.18890 -3.11589 -6.72309  -0.16
C -2.93635 -2.02286 -6.25252  -0.14
C -2.57003 -1.34030 -5.12220  -0.04
C -1.40050 -1.67568 -4.34839  -0.42
O -1.11723 -1.05634 -3.28921  -0.15
H 3.24818 -0.02599 1.10629  0.09
H 1.56060 0.29057 1.60034  0.06
H 2.06338 0.55568 -0.07802  0.06
H 3.19209 -2.32800 1.75711  0.12
H 1.89318 -3.38670 1.19205  0.10
H 1.35421 -1.05850 3.09377  0.08
H 1.83490 -2.66576 3.60861  0.11
H -0.49220 -2.55179 3.83957  0.11
H -0.14845 -3.63585 2.47987  0.10
H -2.37195 -0.38874 1.72480  0.09
H -3.49959 -1.12898 4.29335  0.10
H -3.53412 -0.20494 6.59518  0.07
H -1.61719 1.19735 7.35037  0.08
H 0.25328 1.68164 5.82203  0.09
H 3.63789 -1.76504 -0.61702  0.12
H 2.27581 -1.13544 -1.55597  0.09
H 1.16546 -3.47199 -1.03944  0.12
H 2.82973 -4.00156 -0.77049  0.10
H 2.41175 -4.42079 -3.08840  0.09
H 3.36412 -2.92236 -3.06161  0.11
H 0.81419 -4.33077 -4.45164  0.11
H -0.46813 -4.32247 -6.34088  0.09
H -2.49248 -3.66583 -7.60515  0.07
H -3.83141 -1.71786 -6.78770  0.08
H -3.16235 -0.51054 -4.75368  0.10
Cl -3.31973 3.92851 5.39595  0.57
C -3.20171 3.18726 3.80812  -0.68
C -4.33918 2.59593 3.23923  -0.13
C -4.26380 2.02147 2.00211  -0.03
C -3.04719 1.97687 1.22632  -0.43
O -3.00193 1.34196 0.13999  -0.15
C -1.91689 2.65062 1.82569  -0.14
C -0.64956 2.85845 1.17732  -0.10
N -0.37247 2.66433 -0.06800  0.09
C 0.80391 3.20296 -0.57111  -0.21
C 1.35482 4.39161 -0.13040  -0.03
C 2.51839 4.93192 -0.71077  -0.10
C 3.13642 4.31367 -1.75925  -0.07
C 2.59015 3.11334 -2.27549  -0.17
C 3.16126 2.42612 -3.37305  -0.04
C 2.58238 1.28209 -3.83276  -0.05
C 1.41793 0.80083 -3.18891  -0.13
N 0.87565 1.40662 -2.16346  0.08
C 1.42947 2.55499 -1.69550  -0.17
C -2.02117 3.19368 3.12105  -0.09
H -5.26798 2.58569 3.79784  0.09
H -5.12918 1.53787 1.56382  0.10
H 0.12145 3.26092 1.84627  0.12
H 0.86228 4.93261 0.66691  0.10
H 2.91702 5.86061 -0.31807  0.09
H 4.02960 4.72866 -2.21283  0.10
H 4.05873 2.82765 -3.83296  0.10
H 2.99358 0.73098 -4.66875  0.10
H 0.93344 -0.11766 -3.50960  0.08
H -1.13648 3.62497 3.57578  0.11

Properties
* multiplicity: 1
* energy above the lowest of the compared OMol25 structures with the same formula, charge and spin: 0.0 kcal/mol
* HOMO level: -1.67 eV
* molar mass: 672.270 g mol⁻¹
* net charge: -2

(3)
The following is a quantum chemistry calculation of a 3-piece molecular cluster, C37H35N2O5S overall, from the Open Molecules 2025 dataset.

Each line ends with the Löwdin charge.
Geometry (Å):
C 3.04123 -3.21698 -0.64173  -0.02
C 2.27362 -2.11508 -1.38115  -0.46
C 2.42112 -2.25627 -2.91412  0.00
C 2.76582 -0.75902 -0.86555  -0.14
C 2.00716 0.45810 -1.41493  -0.77
N 2.59967 0.92170 -2.67404  0.03
S 2.21220 1.88929 -0.25348  0.82
C 0.53135 0.10462 -1.67484  -0.13
C -0.04910 -1.06059 -0.86352  -0.46
C -1.41619 -1.41580 -1.42603  -0.03
C -0.18621 -0.72169 0.63889  0.00
N 0.84107 -2.25852 -1.01257  -0.15
O 0.31406 -3.36868 -1.35160  -0.03
H 2.48667 -3.53521 0.23974  0.09
H 3.19190 -4.09103 -1.27224  0.08
H 4.01632 -2.84939 -0.31536  0.09
H 1.48394 -2.03972 -3.42408  0.08
H 2.70826 -3.27210 -3.18201  0.08
H 3.16823 -1.56071 -3.29235  0.08
H 2.72049 -0.77660 0.22648  0.11
H 3.81485 -0.65242 -1.14547  0.13
H 3.22022 1.71244 -2.54663  0.06
H 1.88645 1.18760 -3.34162  0.08
H 2.29700 1.23862 0.91295  -0.12
H 0.42948 -0.14952 -2.73432  0.12
H -0.09220 0.98248 -1.49451  0.12
H -2.05998 -0.53545 -1.38116  0.10
H -1.87146 -2.20298 -0.82962  0.06
H -1.35238 -1.74749 -2.46139  0.09
H 0.20308 -1.53394 1.25268  0.09
H 0.33213 0.19608 0.90707  0.04
H -1.23676 -0.58531 0.89819  0.08
C -2.57742 -4.87903 -0.53158  -0.06
C -2.70553 -5.67278 -1.66625  -0.04
C -3.90466 -6.30752 -1.94119  0.00
C -4.98525 -6.15408 -1.08006  -0.09
C -4.85770 -5.35943 0.06094  -0.08
C -3.65112 -4.72311 0.32910  0.00
C -5.99462 -5.17861 1.00798  -0.28
O -5.89294 -4.47298 1.98881  0.10
C -7.26578 -5.90061 0.70657  -0.08
C -8.33312 -5.77865 1.58839  0.00
C -9.52352 -6.43509 1.32750  -0.06
C -9.65513 -7.21428 0.18298  -0.06
C -8.59543 -7.33897 -0.69884  0.00
C -7.39685 -6.68482 -0.44014  -0.08
C -6.26743 -6.84175 -1.40350  -0.28
O -6.39141 -7.50610 -2.40999  0.11
H -1.63667 -4.38100 -0.33456  0.08
H -1.86230 -5.78982 -2.33448  0.11
H -4.02384 -6.92622 -2.82020  0.12
H -3.57337 -4.10986 1.21695  0.12
H -8.21155 -5.16602 2.47121  0.12
H -10.35296 -6.34088 2.01622  0.11
H -10.58744 -7.72514 -0.01946  0.11
H -8.67728 -7.94028 -1.59394  0.12
C 7.41188 9.51663 2.36864  -0.06
C 7.98120 8.27847 2.09095  -0.06
C 7.17459 7.19154 1.80126  0.00
C 5.79242 7.33672 1.79077  -0.08
C 5.22094 8.57813 2.07343  -0.08
C 6.03589 9.66694 2.35986  0.00
C 3.74053 8.76471 2.08070  -0.28
O 3.24505 9.84604 2.31341  0.11
C 2.89333 7.57070 1.79461  -0.08
C 1.51024 7.70634 1.82282  0.00
C 0.70311 6.61426 1.55446  -0.05
C 1.27285 5.38170 1.25348  -0.06
C 2.64973 5.24076 1.22575  -0.01
C 3.46541 6.33261 1.49745  -0.08
C 4.94581 6.15116 1.46811  -0.28
O 5.44277 5.07958 1.19654  0.11
H 8.04505 10.36514 2.59266  0.11
H 9.05719 8.16343 2.10071  0.11
H 7.59785 6.22145 1.57933  0.12
H 5.57386 10.62092 2.57406  0.12
H 1.08670 8.67390 2.05502  0.12
H -0.37353 6.72170 1.57761  0.11
H 0.64318 4.52883 1.03418  0.09
H 3.10529 4.28891 0.99002  0.07

Properties
* multiplicity: 2
* energy above the lowest of the compared OMol25 structures with the same formula, charge and spin: 0.0 kcal/mol
* HOMO level (spin up / spin down): -8.17 / -9.35 eV
* molar mass: 619.763 g mol⁻¹
* ⟨S²⟩: 0.75
* net charge: 0

(4)
The following is a quantum chemistry calculation of C37H35NO4P2S2Sr as an isolated structure in a non-equilibrium geometry, from the Open Molecules 2025 dataset.

Each line ends with the Löwdin charge.
Geometry (Å):
Sr 1.10871 -0.92619 -1.09802  1.27
C -0.56592 2.22537 2.52612  -0.30
C -0.60518 0.96123 3.40943  -0.36
P -2.04788 -0.23512 3.61388  1.02
C -2.50046 -0.72252 1.92624  -0.47
C -2.52357 0.16408 0.80398  -0.17
C -2.42558 -0.33913 -0.52117  -0.23
C -2.64079 -1.63298 -0.92715  -0.24
C -2.64867 -2.91857 0.74187  -0.19
C -2.82719 -2.10576 1.88691  -0.17
C -3.28247 1.03407 3.97080  -0.40
C -4.55421 0.99317 3.38756  -0.09
C -5.48789 1.99542 3.67085  -0.09
C -5.35686 2.68408 4.87740  -0.12
C -4.17152 2.60558 5.59326  -0.12
C -3.09098 1.92071 5.06029  -0.12
C 0.44106 2.31900 1.39191  -0.33
P -0.36749 1.87580 -0.23950  1.04
C 0.89692 2.10590 -1.49328  -0.44
C 1.82678 3.17459 -1.34536  -0.06
C 2.58374 3.53902 -2.46595  -0.06
C 2.33833 2.93103 -3.71015  -0.06
C 1.49808 1.81094 -3.85961  -0.05
C 0.75032 1.44416 -2.72187  -0.20
C -1.28155 3.37861 -0.67469  -0.34
C -2.26042 3.24197 -1.62934  -0.09
C -3.04865 4.34546 -1.93952  -0.10
C -2.90879 5.54315 -1.33305  -0.10
C -1.81449 5.73469 -0.46099  -0.07
C -0.99749 4.64559 -0.09272  -0.06
H -0.40192 3.10992 3.14587  0.10
H -1.55439 2.47726 2.13322  0.08
H -0.32951 1.17023 4.42988  0.04
H 0.21191 0.26656 3.14356  0.05
H -2.59328 1.24147 0.95979  0.06
H -2.35715 0.39428 -1.27311  0.01
H -3.40776 -1.82043 -1.66159  0.09
H -3.16260 -3.83971 0.96984  0.08
H -3.20674 -2.53596 2.82136  0.07
H -4.75533 0.27426 2.62193  0.09
H -6.39810 2.16695 3.11550  0.09
H -6.18137 3.29293 5.20162  0.08
H -3.90225 3.22474 6.43526  0.09
H -2.05062 2.09610 5.38812  0.10
H 1.27205 1.61250 1.57371  0.09
H 0.95811 3.27945 1.34869  0.05
H 1.80145 3.74863 -0.42943  0.09
H 3.28631 4.28084 -2.34635  0.07
H 2.85737 3.35711 -4.58957  0.11
H 1.44531 1.13008 -4.71580  0.12
H -0.03150 0.70040 -2.84989  0.09
H -2.39962 2.29675 -2.19528  0.11
H -3.94848 4.09042 -2.54873  0.12
H -3.46573 6.35891 -1.64716  0.08
H -1.60627 6.76445 -0.10677  0.11
H -0.13816 4.80287 0.53300  0.08
C 3.84118 -7.91200 -1.50969  -0.04
C 3.74853 -6.41560 -1.94915  -0.25
C 4.79119 -5.57420 -1.71147  -0.07
C 4.75290 -4.19315 -1.95087  -0.05
C 3.57886 -3.63373 -2.44218  -0.34
C 2.50041 -4.42104 -2.75677  -0.07
C 2.60056 -5.81278 -2.52435  -0.01
S 3.60848 -1.97332 -2.89682  0.65
O 2.19955 -1.68468 -3.14946  -0.54
O 4.63448 -1.53871 -3.81376  -0.30
N 3.69197 -0.99960 -1.37802  -0.32
C 4.83431 -0.80857 -0.90050  -0.28
C 2.24138 -2.67175 1.55728  -0.43
O 2.90545 -3.61675 1.67255  0.22
O 1.29553 -1.98586 1.54609  0.10
H 3.76477 -7.92904 -0.40268  0.08
H 4.87912 -8.20747 -1.73467  0.07
H 3.12926 -8.63375 -1.92177  0.07
H 5.73696 -5.88308 -1.33547  0.10
H 5.65188 -3.55778 -1.74854  0.13
H 1.61199 -3.93429 -3.13022  0.09
H 1.71345 -6.47873 -2.69875  0.13
H 5.04690 -0.85863 0.16415  0.03
H 5.74076 -0.75086 -1.54371  0.05
S -0.55309 -3.59196 -0.83541  0.44
C -1.92438 -2.66701 -0.41159  -0.89

Properties
* multiplicity: 2
* energy above the lowest of the compared OMol25 structures with the same formula, charge and spin: 119.4 kcal/mol
* HOMO level (spin up / spin down): -0.87 / -3.25 eV
* molar mass: 771.392 g mol⁻¹
* ⟨S²⟩: 1.78
* net charge: -1